Record 1
19
Properties=species:S:1:pos:R:3:lowdin_charge:R:1 method="wB97M-V/def2-TZVPD" multiplicity=1 homo_lumo_gap_ev=9.7 total_charge=0 e_above_lowest_kj_mol=280.7 energy_ev=-14461.549
C -3.7307 -0.0910 0.1793 -0.1351
O -2.7427 -0.6162 -0.5870 -0.1241
N -1.5355 -0.6566 0.0458 0.0565
C -0.8192 0.4694 -0.0326 -0.4161
O -1.2560 1.6186 -0.2160 0.0679
C 0.6091 0.1919 0.0636 -0.2080
C 1.5222 1.2402 -0.0309 -0.0118
C 2.8348 0.9433 -0.1006 -0.0780
C 3.3256 -0.3720 -0.1008 -0.0428
C 2.2838 -1.3201 -0.1089 -0.1244
N 0.9591 -1.0809 -0.0115 0.1053
H -4.6004 0.0254 -0.5147 0.1117
H -3.4693 0.9423 0.5210 0.0908
H -3.9392 -0.6225 1.1059 0.0835
H -1.1156 -1.5887 0.1237 0.1574
H 1.1805 2.2089 0.1140 0.1020
H 3.5532 1.8349 -0.2823 0.1421
H 4.3390 -0.6974 -0.0137 0.0945
H 2.6015 -2.4292 -0.1544 0.1286

Record 2
8
Properties=species:S:1:pos:R:3:lowdin_charge:R:1 method="wB97M-V/def2-TZVPD" multiplicity=1 homo_lumo_gap_ev=10.7 total_charge=0 e_above_lowest_kj_mol=392.2 energy_ev=-7703.778
C 2.4083 -0.2759 0.4906 -0.0188
C -0.9877 -0.4266 -0.2726 -0.1850
N -0.7593 0.5320 0.7148 0.0193
O 3.0364 0.1735 -0.3119 0.0573
O 0.2637 0.1814 -0.1512 -0.1578
H -1.2354 -1.4270 0.0128 0.1100
H -1.5762 -0.1715 -1.1024 0.0964
H -1.1499 1.4141 0.6200 0.0786

Record 3
9
Properties=species:S:1:pos:R:3:lowdin_charge:R:1 method="wB97M-V/def2-TZVPD" multiplicity=1 homo_lumo_gap_ev=7.8 total_charge=+1 e_above_lowest_kj_mol=0.0 energy_ev=-9631.286
O 1.4110 -0.1815 0.2117 -0.7452
Li 2.8088 -1.2265 0.0961 0.8073
Pb 1.0013 1.7243 -0.0855 1.2979
C -1.0107 0.7525 -0.0471 -0.3517
C -0.1975 -0.5021 0.0054 -0.3317
H -1.6036 0.8675 -0.9648 0.0570
H -1.6222 0.9366 0.8459 0.0556
H -0.1532 -1.2115 -0.8365 0.1037
H -0.6339 -1.1593 0.7747 0.1071

Record 4
101
Properties=species:S:1:pos:R:3:lowdin_charge:R:1 method="wB97M-V/def2-TZVPD" multiplicity=1 homo_lumo_gap_ev=7.3 total_charge=0 energy_ev=-65323.449
C -4.2163 -6.9901 0.1540 -0.1322
C -3.2052 -5.7607 0.0320 -0.2666
C -2.1842 -5.6738 1.2548 -0.2098
C -2.0303 -4.1559 1.7189 -0.1931
C -0.4875 -3.8056 1.8118 -0.1544
C 0.0746 -2.9925 0.5993 -0.0826
C -0.5637 -2.9536 -0.7921 0.0599
C 0.0510 -2.1557 -1.8618 -0.1157
C -0.5813 -2.0349 -3.3131 -0.0929
C -1.6120 -0.8029 -3.2603 -0.1733
O -1.0827 0.3594 -2.5948 -0.0476
C -0.3262 1.1604 -3.4381 -0.4469
O -0.3049 1.0960 -4.6499 0.0866
C 0.5453 2.2912 -2.7539 -0.1168
C 0.7127 2.1250 -1.1833 -0.1232
C 1.3426 -1.3856 -1.6519 -0.2518
N 2.0565 -0.6282 -2.5458 -0.1987
S 3.3896 -0.0004 -1.7544 1.0087
N 3.1497 -0.6724 -0.2368 -0.2160
C 1.9910 -1.4159 -0.2639 -0.2255
C 1.3106 -2.2091 0.8188 -0.1622
O 1.8493 -2.2286 2.1095 -0.0960
C 1.9029 -0.9179 2.7234 -0.1853
C 0.7040 0.0640 2.3574 -0.1961
C -0.7398 -0.4764 2.7752 -0.0916
H -4.7025 -7.1583 -0.8461 0.0654
H -3.6756 -7.9473 0.4245 0.0744
H -4.9986 -6.7333 0.9293 0.0768
H -2.5823 -5.8499 -0.9108 0.1027
H -3.8413 -4.8266 0.0363 0.0953
H -1.1901 -6.1222 0.9399 0.1080
H -2.5278 -6.3231 2.1214 0.1103
H -2.4260 -4.1128 2.7835 0.1117
H -2.6437 -3.4233 1.1309 0.0969
H -0.2545 -3.1965 2.7383 0.0948
H 0.1616 -4.7323 1.9109 0.1279
H -1.5165 -3.5092 -0.9798 0.1012
H 0.2009 -1.9150 -4.1061 0.1162
H -1.2279 -2.9527 -3.4372 0.1172
H -2.4616 -1.1753 -2.6049 0.1233
H -2.0779 -0.5955 -4.2642 0.1274
H 1.5829 2.3000 -3.2005 0.1024
H 0.1294 3.3260 -2.9579 0.1251
H 0.1203 2.8969 -0.6222 0.0768
H 1.8051 2.2955 -0.9258 0.0592
H 0.4551 1.1077 -0.7863 0.0452
H 2.9019 -0.3952 2.5816 0.1192
H 1.8347 -1.0978 3.8440 0.1265
H 0.8637 1.0191 2.9863 0.1001
H 0.7252 0.4304 1.2846 0.0859
H -1.2401 -0.8125 1.8133 0.0718
H -1.3308 0.4368 3.0961 0.0764
H -0.7083 -1.2779 3.5567 0.0739
C 2.2167 2.2776 5.2595 -0.1153
O 1.7434 1.1790 6.0254 -0.2042
C 2.6389 0.8177 7.0724 -0.1995
C 2.1807 1.3705 8.4139 -0.2001
O 2.2343 2.7937 8.4373 -0.1926
C 0.9617 3.3879 8.2291 -0.1117
H 1.3836 2.6654 4.6719 0.0833
H 2.6011 3.0801 5.8920 0.0852
H 3.0014 1.9383 4.5746 0.0878
H 3.6587 1.1432 6.8419 0.1272
H 2.6406 -0.2754 7.1275 0.1239
H 2.8637 1.0145 9.1919 0.1244
H 1.1752 1.0158 8.6621 0.1255
H 0.3713 3.3273 9.1487 0.0879
H 0.4140 2.9138 7.4114 0.0827
H 1.1139 4.4387 7.9792 0.0893
C -5.0011 1.0959 -3.2747 -0.0976
O -5.4390 0.0771 -2.3857 -0.1915
C -4.7866 0.1452 -1.1200 -0.2055
C -5.6684 0.8130 -0.0752 -0.1986
O -5.8938 2.1852 -0.3829 -0.1913
C -7.1600 2.4048 -0.9866 -0.1121
H -5.7135 1.1587 -4.0982 0.0920
H -4.9483 2.0709 -2.7864 0.0872
H -4.0185 0.8340 -3.6803 0.0728
H -3.8222 0.6579 -1.2056 0.1212
H -4.5912 -0.8853 -0.8054 0.1191
H -5.1518 0.7852 0.8898 0.1234
H -6.6178 0.2792 0.0368 0.1257
H -7.9429 2.3774 -0.2222 0.0874
H -7.3804 1.6677 -1.7621 0.0835
H -7.1513 3.3950 -1.4438 0.0892
C 4.7081 1.3872 -4.4808 -0.1361
O 4.4453 2.7557 -4.2050 -0.2033
C 5.6310 3.4940 -3.9261 -0.1972
C 6.0889 4.2916 -5.1380 -0.2006
O 6.4984 3.4365 -6.2006 -0.1927
C 5.4964 3.2908 -7.1967 -0.1101
H 3.8175 0.9567 -4.9420 0.0945
H 5.5496 1.2600 -5.1647 0.0885
H 4.9115 0.8567 -3.5461 0.0065
H 6.4268 2.8319 -3.5689 0.1277
H 5.3893 4.1928 -3.1191 0.1241
H 6.9626 4.8880 -4.8561 0.1241
H 5.3066 4.9802 -5.4734 0.1257
H 5.4751 4.1821 -7.8316 0.0877
H 4.5067 3.1259 -6.7651 0.0840
H 5.7526 2.4280 -7.8128 0.0895

Record 5
21
Properties=species:S:1:pos:R:3:lowdin_charge:R:1 method="wB97M-V/def2-TZVPD" multiplicity=1 homo_lumo_gap_ev=10.3 total_charge=0 e_above_lowest_kj_mol=181.7 energy_ev=-14559.578
O -1.1928 -1.2367 1.7655 -0.0564
H -0.5418 -1.7717 2.2625 0.0785
H -1.1198 -0.3557 2.1635 0.0717
O 0.4052 1.5433 -2.6625 -0.0365
H 0.3022 0.7493 -2.1575 -0.0258
H 1.0402 2.0203 -2.1545 0.0244
O -1.8378 2.4863 -1.5065 -0.0498
H -2.1758 2.4473 -0.6005 0.0343
H -1.3508 1.6953 -1.6295 -0.0354
O -3.6818 -0.1447 1.3395 -0.0596
H -3.8648 -0.3787 2.2655 0.0444
H -2.8968 -0.6317 1.1035 -0.0210
O 1.8452 -1.5217 1.1535 -0.0598
H 2.4632 -1.0757 0.5535 -0.0164
H 1.4472 -0.9387 1.7845 0.0167
O 3.3752 -0.4407 -0.7595 -0.0051
H 4.2532 -0.6277 -0.5005 0.0468
H 3.3482 0.5123 -0.9045 0.0763
O -0.0638 -0.6497 -0.8675 -0.0384
H 0.7832 -1.0087 -0.6185 0.0056
H -0.5378 -0.6717 -0.0305 0.0053

Record 6
68
Properties=species:S:1:pos:R:3:lowdin_charge:R:1 method="wB97M-V/def2-TZVPD" multiplicity=1 homo_lumo_gap_ev=4.9 total_charge=+1 energy_ev=-44940.651
C -6.4400 3.0536 -0.5769 -0.1050
C -5.5654 2.0707 0.2092 -0.1086
C -4.1877 2.4449 -0.2039 -0.1664
C -4.2711 3.5171 -1.1276 -0.2240
O -5.5484 3.9039 -1.4060 -0.0238
C -3.1281 4.1086 -1.7042 0.0261
C -1.8934 3.6333 -1.2773 -0.0426
C -1.8093 2.4736 -0.4980 -0.2274
C -0.5226 1.7825 -0.1671 -0.1298
C 0.8242 2.2294 -0.7197 -0.2102
C 1.9321 2.0592 0.1298 -0.0096
C 3.1897 2.5146 -0.2978 -0.1602
C 3.3213 3.1815 -1.5451 -0.2319
O 4.6099 3.5033 -1.8717 -0.0270
C 5.4526 3.1026 -0.7004 -0.0976
C 4.5594 2.3486 0.2939 -0.1069
C 2.2131 3.3839 -2.3816 0.0193
C 0.9808 2.8679 -1.9740 -0.0417
C -2.9525 1.9037 0.0929 -0.0013
H -7.1420 2.5506 -1.2584 0.1238
H -6.9979 3.7349 0.0768 0.1229
H -5.7218 2.1810 1.2839 0.1203
H -5.7803 1.0329 -0.0690 0.1182
H -3.2449 4.9558 -2.3609 0.1164
H -0.9859 4.1949 -1.5009 0.1059
H -0.3976 1.8461 0.9236 0.1170
H 1.8224 1.6206 1.1260 0.1183
H 6.2511 2.4825 -1.1149 0.1192
H 5.8717 4.0356 -0.2901 0.1275
H 4.6385 2.7991 1.2942 0.1238
H 4.8262 1.2607 0.3734 0.1046
H 2.3489 3.9069 -3.3277 0.1222
H 0.0989 3.0414 -2.6085 0.1090
H -2.8251 1.1388 0.8880 0.1245
C -2.5880 -3.0305 2.7236 -0.0305
C -1.9743 -3.3336 1.3695 -0.6446
C -1.8997 -4.8325 1.1061 -0.0433
C -2.8190 -2.6643 0.2727 -0.0595
N -0.5590 -2.8677 1.3095 -0.2026
P 0.2267 -2.8634 -0.2252 1.2516
H -0.7886 0.7482 -0.3871 0.1007
N 1.6653 -2.3964 0.5916 -0.2006
C 2.9111 -2.2723 -0.2090 -0.6432
C 4.0036 -1.6015 0.5978 -0.0313
C 2.6656 -1.4520 -1.4845 -0.0492
C 3.2761 -3.7060 -0.5786 -0.0414
C 1.6434 -2.8586 1.9093 -0.0816
C 0.3665 -3.1272 2.3162 -0.0894
H -2.5971 -1.9580 2.9495 0.1009
H -3.6339 -3.3585 2.7012 0.1031
H -2.0750 -3.5726 3.5224 0.0819
H -1.4340 -5.0165 0.1289 0.0722
H -1.2728 -5.3012 1.8730 0.0948
H -2.9076 -5.2593 1.1231 0.1037
H -2.4634 -2.9139 -0.7410 0.0645
H -3.8423 -3.0661 0.3544 0.1020
H -2.9084 -1.5673 0.3782 0.0866
H 4.2793 -2.1974 1.4726 0.0839
H 4.8898 -1.5004 -0.0428 0.1060
H 3.7197 -0.5922 0.9206 0.0803
H 1.9208 -1.9244 -2.1456 0.0643
H 2.3879 -0.4022 -1.2897 0.0844
H 3.6131 -1.4307 -2.0473 0.1047
H 2.4584 -4.1654 -1.1486 0.0720
H 4.1928 -3.7057 -1.1777 0.1038
H 3.4185 -4.2939 0.3357 0.0948
H 2.5312 -2.9313 2.5089 0.1266
H 0.0665 -3.4494 3.3025 0.1295

Record 7
12
Properties=species:S:1:pos:R:3:lowdin_charge:R:1 method="wB97M-V/def2-TZVPD" multiplicity=1 homo_lumo_gap_ev=9.5 total_charge=0 e_above_lowest_kj_mol=254.2 energy_ev=-9707.949
N -2.0615 -0.4659 0.6491 0.0982
C -0.7585 -0.0321 0.3522 -0.5379
N 0.3462 -0.8182 0.3731 0.1660
C 1.2464 -0.1132 -0.3083 -0.4218
O 2.5100 -0.5291 -0.4768 0.0813
C 0.7203 1.0969 -0.7715 -0.0894
N -0.5728 1.1654 -0.3861 0.0816
H -2.0198 -1.3386 1.1611 0.0862
H -2.6067 -0.5943 -0.1958 0.0882
H 2.5769 -1.3985 -0.0555 0.1163
H 1.2184 1.9200 -1.2624 0.1102
H -0.5990 1.1076 0.9207 0.2210

So what do the calculations give for maximum force? Going down the list: 4.22; 4.27; 5.48; 3.57; 2.02; 3.52; 0.25 eV/Å.